Model 1:
Here is 2 unconnected molecules or ions with the total composition C6H14O2 from the OMol25 dataset. Energies are from the ωB97M-V functional and the def2-TZVPD basis.

XYZ file:
```
22
Properties=species:S:1:pos:R:3:lowdin_charge:R:1
H -0.049 5.254 -0.804 0.09
H 1.326 -3.688 -0.441 0.08
O 1.021 4.589 2.252 0.07
C -0.156 5.164 0.290 0.00
H -0.448 6.146 0.698 0.09
H -2.431 -3.359 -0.195 0.08
O 2.162 4.465 0.310 0.09
C -0.448 -2.461 -0.262 -0.52
H -0.764 -1.575 0.326 0.13
H 1.666 -1.965 -0.085 0.08
C -1.391 -3.617 0.068 -0.10
H 1.052 -3.043 1.207 0.08
H 1.916 4.285 2.565 0.14
H 0.135 -1.256 -1.981 0.08
C 1.134 4.707 0.902 -0.58
H -1.560 -1.832 -2.026 0.08
C 0.988 -2.808 0.132 -0.10
C -0.529 -2.105 -1.746 -0.10
H -0.217 -2.972 -2.352 0.08
H -1.350 -3.860 1.143 0.08
H -1.095 -4.511 -0.506 0.08
H -0.961 4.441 0.506 0.09
```

Values from the calculation:
HOMO-LUMO gap: 11.284 eV
SMILES: CC(=O)O.CC(C)C
LUMO: 0.62 eV
M: 118.2 g/mol
2S+1: 1
HOMO energy: -10.66 eV

---

Model 2:
Here is 3 unconnected molecules or ions with the total composition C6H14O2 from the OMol25 dataset. Energies are from the ωB97M-V functional and the def2-TZVPD basis.

XYZ file:
```
22
Properties=species:S:1:pos:R:3:lowdin_charge:R:1
H 0.946 1.501 0.507 0.11
H -1.250 2.122 -1.516 0.06
H -2.708 0.466 -0.149 0.06
C 2.790 -0.934 1.899 -0.05
C -2.353 -0.340 -0.792 -0.11
H -3.083 -0.456 -1.593 0.07
C 0.049 1.193 1.063 -0.12
H 0.905 -2.043 2.009 0.12
H -0.862 1.771 0.862 0.09
H -2.332 -1.262 -0.217 0.07
H 0.072 1.476 -2.510 0.07
C 1.510 -1.439 1.310 -0.34
H 3.366 -1.775 2.277 0.08
H 3.379 -0.393 1.156 0.08
H -1.610 1.244 -2.984 0.07
O 1.257 -1.436 0.117 -0.01
C -0.977 -0.032 -1.362 -0.35
O 0.105 0.400 1.980 -0.02
C -0.930 1.280 -2.132 -0.12
H -0.702 -0.837 -2.051 0.11
H 2.565 -0.282 2.740 0.07
H -0.137 -0.225 -0.614 0.05
```

Values from the calculation:
HOMO-LUMO gap: 10.364 eV
SMILES: CC=O.C=O.CCC
LUMO: 0.67 eV
M: 118.2 g/mol
2S+1: 1
HOMO energy: -9.70 eV

---

Result of the stability comparison: model 2 is the least stable of them.

---

Model 1:
Here is 3 unconnected molecules or ions with the total composition C6H14O2 from the OMol25 dataset. Energies are from the ωB97M-V functional and the def2-TZVPD basis.

XYZ file:
```
22
Properties=species:S:1:pos:R:3:lowdin_charge:R:1
H 0.120 -1.154 2.209 0.10
C -0.476 -0.872 1.350 -0.17
C -0.811 -1.096 -1.083 -0.12
H -2.129 0.373 0.842 0.07
H -1.570 -0.325 -0.995 0.11
H -0.017 1.398 1.307 0.00
H 1.254 -0.909 -3.599 0.07
H 1.943 0.902 2.458 0.01
H -1.814 0.469 2.508 0.08
C -1.410 0.046 1.596 -0.05
H 0.051 -2.477 -2.477 0.10
O 2.353 1.726 2.202 -0.07
H 0.766 -2.015 0.031 0.11
H -0.642 2.726 0.597 0.06
H -0.171 0.105 -3.951 0.06
H 1.643 2.335 1.927 0.00
H -1.372 -1.788 -3.057 0.10
C -0.108 -1.383 0.004 -0.10
H 0.731 0.372 -2.577 0.07
C 0.355 -0.458 -3.181 -0.10
O -0.052 2.371 1.260 -0.07
C -0.492 -1.530 -2.473 -0.24
```

Values from the calculation:
HOMO-LUMO gap: 9.483 eV
SMILES: C=C/C=C/CC.O.O
LUMO: 0.41 eV
M: 118.2 g/mol
2S+1: 1
HOMO energy: -9.08 eV

---

Model 2:
Here is 2 unconnected molecules or ions with the total composition C6H14O2 from the OMol25 dataset. Energies are from the ωB97M-V functional and the def2-TZVPD basis.

XYZ file:
```
22
Properties=species:S:1:pos:R:3:lowdin_charge:R:1
H -0.068 -1.587 -0.266 0.13
H -0.012 1.770 -2.034 0.07
C -1.009 0.336 -0.705 -0.44
H -2.678 1.051 0.439 0.07
H -2.097 -0.629 0.893 0.08
H -1.505 2.361 -1.214 0.07
C 2.315 -1.611 -1.269 -0.28
H -0.376 -0.875 4.875 0.03
H -1.609 0.002 -1.564 0.14
H -1.193 0.825 1.353 0.08
C -0.612 1.769 -1.122 -0.08
C -1.837 0.385 0.587 -0.07
H 0.089 2.205 -0.395 0.09
H 1.766 0.273 -1.886 0.11
C 1.239 -0.628 -1.632 -0.17
H 0.391 0.417 4.694 0.05
H 0.768 -0.869 -2.595 0.13
O 0.062 -0.356 4.192 -0.07
H 2.878 -1.388 -0.339 0.13
C 0.192 -0.552 -0.528 -0.21
O 2.594 -2.591 -1.911 0.05
H 0.703 -0.308 0.427 0.13
```

Values from the calculation:
HOMO-LUMO gap: 10.333 eV
SMILES: CC(C)CCC=O.O
LUMO: 0.69 eV
M: 118.2 g/mol
2S+1: 1
HOMO energy: -9.64 eV

---

Model 3:
Here is a molecular structure, C6H14O2 from the OMol25 dataset. Energies are from the ωB97M-V functional and the def2-TZVPD basis.

XYZ file:
```
22
Properties=species:S:1:pos:R:3:lowdin_charge:R:1
H -0.738 -0.370 -1.788 0.09
C -0.637 0.669 1.545 -0.08
O 1.971 0.831 -1.074 0.01
H -0.779 1.356 -1.107 0.10
H 2.322 -1.653 -1.430 0.11
H 3.350 -0.671 0.544 0.08
C -0.539 -0.201 0.329 -0.27
C 2.318 -0.449 0.851 -0.04
C 1.444 -0.264 -0.368 -0.52
H 1.950 -1.272 1.460 0.08
H -3.133 -0.839 -0.179 0.03
H -1.639 0.611 1.970 0.08
H 1.523 0.888 -1.926 0.10
O 1.414 -1.413 -1.176 -0.02
H -3.218 0.194 -1.640 0.02
C -2.854 0.114 -0.620 -0.02
H -0.387 1.704 1.314 0.09
C -0.885 0.288 -0.941 -0.13
H -3.165 0.961 -0.015 0.02
H -0.713 -1.262 0.490 0.13
H 0.044 0.315 2.320 0.07
H 2.350 0.464 1.444 0.08
```

Values from the calculation:
HOMO-LUMO gap: 8.218 eV
LUMO: 0.78 eV
M: 118.2 g/mol
2S+1: 1
HOMO energy: -7.44 eV

---

Result of the stability comparison: model 3 is the least stable of them.

---

Model 1:
Here is 5 unconnected molecules or ions with the total composition H10O5 from the OMol25 dataset. Energies are from the ωB97M-V functional and the def2-TZVPD basis.

XYZ file:
```
15
Properties=species:S:1:pos:R:3:lowdin_charge:R:1
H 0.549 0.490 -0.009 0.03
O -3.503 -2.444 -1.191 -0.05
O -1.005 -2.187 -5.138 -0.05
H 1.508 5.435 -0.132 0.03
H -0.945 -2.991 -5.653 0.03
H 2.215 4.375 0.686 0.03
H -4.107 -3.075 -1.583 0.03
O 1.075 0.669 0.770 -0.06
H -1.354 -1.537 -5.747 0.03
H 0.749 0.055 1.427 0.03
H 2.595 -0.641 5.875 0.03
O 2.263 5.299 0.441 -0.05
O 1.691 -0.954 5.835 -0.06
H -2.921 -2.192 -1.908 0.02
H 1.190 -0.303 6.327 0.03
```

Values from the calculation:
HOMO-LUMO gap: 11.937 eV
SMILES: O.O.O.O.O
LUMO: 0.56 eV
M: 90.1 g/mol
2S+1: 1
HOMO energy: -11.37 eV

---

Model 2:
Here is 5 unconnected molecules or ions with the total composition H10O5 from the OMol25 dataset. Energies are from the ωB97M-V functional and the def2-TZVPD basis.

XYZ file:
```
15
Properties=species:S:1:pos:R:3:lowdin_charge:R:1
H -1.459 1.372 1.890 0.06
O 3.775 -0.666 0.392 -0.02
O 0.017 0.649 -0.401 -0.06
H -1.008 -2.357 -0.082 0.05
H -1.572 0.618 -2.617 0.06
H -0.456 0.633 0.447 -0.01
H 0.830 1.031 -0.134 0.05
O -0.579 -1.979 -0.889 -0.06
O -2.086 1.264 -2.063 -0.09
O -1.193 0.463 1.872 0.00
H -1.958 -0.105 1.812 0.08
H -0.313 -1.113 -0.638 -0.05
H 3.509 0.107 0.850 0.01
H -1.431 1.469 -1.406 -0.03
H 3.930 -1.382 0.969 0.01
```

Values from the calculation:
HOMO-LUMO gap: 10.746 eV
SMILES: O.O.O.O.O
LUMO: 0.04 eV
M: 90.1 g/mol
2S+1: 1
HOMO energy: -10.70 eV

---

Model 3:
Here is 5 unconnected molecules or ions with the total composition H10O5 from the OMol25 dataset. Energies are from the ωB97M-V functional and the def2-TZVPD basis.

XYZ file:
```
15
Properties=species:S:1:pos:R:3:lowdin_charge:R:1
H 0.384 0.422 0.544 0.07
H -2.074 3.364 0.116 0.07
H -0.178 -3.294 -1.196 0.09
O -1.211 3.221 -0.332 -0.01
O 0.014 -2.308 -0.964 -0.11
O 0.235 0.318 -0.437 -0.07
H 3.957 0.089 1.540 -0.01
H -3.740 -0.761 0.873 0.03
H 4.772 -0.714 0.587 0.05
H 0.245 1.190 -0.810 0.00
H 0.363 -1.981 -1.796 0.02
H -2.852 -1.687 0.225 -0.02
O -3.234 -1.556 1.045 -0.02
H -0.652 3.845 -0.038 -0.04
O 3.971 -0.149 0.643 -0.05
```

Values from the calculation:
HOMO-LUMO gap: 11.232 eV
SMILES: O.O.O.O.O
LUMO: 0.64 eV
M: 90.1 g/mol
2S+1: 1
HOMO energy: -10.59 eV

---

Model 4:
Here is 5 unconnected molecules or ions with the total composition H10O5 from the OMol25 dataset. Energies are from the ωB97M-V functional and the def2-TZVPD basis.

XYZ file:
```
15
Properties=species:S:1:pos:R:3:lowdin_charge:R:1
H -1.814 0.418 1.628 0.01
O -1.950 1.219 1.091 -0.08
O 0.245 -1.050 -1.399 -0.04
O -0.560 -1.367 1.593 -0.06
O 2.411 -0.349 0.910 -0.03
H -0.060 1.577 -1.027 0.08
H -0.035 -1.018 2.300 0.03
H -1.046 2.194 -2.036 0.07
H -0.092 -0.182 -1.549 -0.04
O -0.830 1.388 -1.581 -0.04
H -1.988 0.939 0.168 0.00
H -0.013 -1.536 -2.193 0.06
H 3.281 -0.034 1.149 0.03
H 2.551 -0.951 0.204 0.01
H -0.099 -1.248 0.741 0.01
```

Values from the calculation:
HOMO-LUMO gap: 10.906 eV
SMILES: O.O.O.O.O
LUMO: 0.41 eV
M: 90.1 g/mol
2S+1: 1
HOMO energy: -10.50 eV

---

Result of the stability comparison: model 3 is the least stable of them.

---

Model 1:
Here is 5 unconnected molecules or ions with the total composition H10O5 from the OMol25 dataset. Energies are from the ωB97M-V functional and the def2-TZVPD basis.

XYZ file:
```
15
Properties=species:S:1:pos:R:3:lowdin_charge:R:1
O -1.777 2.428 2.290 -0.08
H 0.286 -1.235 -1.363 0.00
H -1.619 -1.711 0.468 0.07
O 0.996 -0.931 -1.943 -0.06
H -0.409 0.605 -0.129 0.00
O 2.623 -1.457 0.493 -0.06
H 2.225 -0.923 -0.203 -0.01
O -0.079 1.450 0.195 -0.04
H -1.649 3.363 2.467 0.03
H 0.684 -1.111 -2.833 0.05
H 0.763 1.587 -0.245 0.05
O -1.405 -1.162 -0.293 -0.03
H 2.743 -2.318 0.084 0.03
H -1.135 2.214 1.598 -0.02
H -2.248 -0.801 -0.585 0.07
```

Values from the calculation:
HOMO-LUMO gap: 10.863 eV
SMILES: O.O.O.O.O
LUMO: 0.17 eV
M: 90.1 g/mol
2S+1: 1
HOMO energy: -10.69 eV

---

Model 2:
Here is 5 unconnected molecules or ions with the total composition H10O5 from the OMol25 dataset. Energies are from the ωB97M-V functional and the def2-TZVPD basis.

XYZ file:
```
15
Properties=species:S:1:pos:R:3:lowdin_charge:R:1
H 1.269 2.047 -0.652 0.04
H -3.338 0.557 1.145 0.07
O 2.692 -2.324 0.237 -0.04
O 1.836 2.610 -0.050 -0.11
H 1.509 2.348 0.817 0.04
H 1.524 -0.387 -0.162 -0.01
H -2.801 -1.758 -1.078 0.02
O 1.619 0.405 -0.639 -0.06
O -3.102 -1.133 -0.431 -0.13
H 2.426 0.775 -0.224 0.08
H 2.063 -2.017 -0.399 0.00
H -2.305 -0.651 -0.002 0.06
H 2.083 -2.711 0.892 0.06
O -3.126 0.821 0.235 -0.10
H -2.351 1.419 0.310 0.07
```

Values from the calculation:
HOMO-LUMO gap: 10.272 eV
SMILES: O.O.O.O.O
LUMO: -0.09 eV
M: 90.1 g/mol
2S+1: 1
HOMO energy: -10.36 eV

---

Model 3:
Here is 5 unconnected molecules or ions with the total composition H10O5 from the OMol25 dataset. Energies are from the ωB97M-V functional and the def2-TZVPD basis.

XYZ file:
```
15
Properties=species:S:1:pos:R:3:lowdin_charge:R:1
O 3.943 -0.662 -0.516 -0.05
H 2.409 0.834 0.570 0.07
H -1.399 1.157 -0.331 0.04
O -0.842 1.356 0.430 -0.08
H 2.254 0.454 -0.893 0.05
H 4.775 -0.913 -0.100 0.06
H -5.248 -0.802 -1.152 0.03
H 0.120 -0.358 1.180 0.00
H 0.052 1.170 0.122 -0.03
H -1.207 -1.099 1.195 0.04
O 1.743 0.686 -0.110 -0.04
H -4.068 0.134 -0.949 0.03
O -4.724 -0.377 -0.463 -0.06
H 4.030 0.288 -0.658 0.03
O -0.334 -1.111 0.786 -0.08
```

Values from the calculation:
HOMO-LUMO gap: 10.122 eV
SMILES: O.O.O.O.O
LUMO: 0.22 eV
M: 90.1 g/mol
2S+1: 1
HOMO energy: -9.90 eV

---

Result of the stability comparison: model 2 is the least stable of them.

---

Model 1:
Here is 5 unconnected molecules or ions with the total composition H10O5 from the OMol25 dataset. Energies are from the ωB97M-V functional and the def2-TZVPD basis.

XYZ file:
```
15
Properties=species:S:1:pos:R:3:lowdin_charge:R:1
O 1.785 -14.312 23.805 -0.01
H -0.325 -12.817 24.110 -0.01
H 1.620 -10.009 25.429 0.03
H 3.056 -13.976 28.560 0.05
O 2.297 -10.685 25.457 -0.06
H 1.063 -13.662 25.074 -0.05
H 1.569 -13.369 26.471 -0.01
O 0.838 -13.195 25.879 -0.07
H -0.585 -13.944 23.133 0.02
H 3.344 -12.752 27.718 0.05
H 2.076 -15.196 23.580 0.08
H 1.813 -11.510 25.437 -0.03
H 2.417 -13.735 23.375 0.08
O 2.636 -13.341 27.980 -0.03
O -1.002 -13.187 23.543 -0.05
```

Values from the calculation:
HOMO-LUMO gap: 10.968 eV
SMILES: O.O.O.O.O
LUMO: 0.13 eV
M: 90.1 g/mol
2S+1: 1
HOMO energy: -10.83 eV

---

Model 2:
Here is 5 unconnected molecules or ions with the total composition H10O5 from the OMol25 dataset. Energies are from the ωB97M-V functional and the def2-TZVPD basis.

XYZ file:
```
15
Properties=species:S:1:pos:R:3:lowdin_charge:R:1
H -1.129 -0.121 0.996 0.01
H 2.255 -2.346 0.307 0.11
H 1.109 0.077 0.215 0.00
H -1.246 -1.865 -1.774 0.06
O -1.743 -0.585 1.634 -0.09
H 3.397 -1.352 0.755 0.10
O -0.448 2.991 0.691 -0.11
H -0.220 0.053 -0.773 0.11
H -0.206 3.518 -0.007 -0.05
H -1.681 -0.659 -2.777 0.10
H -2.017 0.089 2.243 0.02
H -0.012 2.026 0.556 0.04
O 2.570 -1.354 0.126 -0.14
O -0.971 -1.025 -2.171 -0.07
O 0.343 0.554 -0.020 -0.10
```

Values from the calculation:
HOMO-LUMO gap: 10.348 eV
SMILES: O.O.O.O.O
LUMO: 0.19 eV
M: 90.1 g/mol
2S+1: 1
HOMO energy: -10.16 eV

---

Model 3:
Here is 5 unconnected molecules or ions with the total composition H10O5 from the OMol25 dataset. Energies are from the ωB97M-V functional and the def2-TZVPD basis.

XYZ file:
```
15
Properties=species:S:1:pos:R:3:lowdin_charge:R:1
O -3.209 -0.046 -0.072 -0.06
H -0.662 -0.362 1.858 -0.01
H -2.318 -0.235 0.242 0.00
H 2.811 2.454 -0.575 0.05
H -0.658 -1.011 3.250 0.03
O 2.056 2.618 0.003 -0.04
H -3.541 -0.892 -0.390 0.03
H 0.543 -2.468 -2.731 0.04
O -1.139 -1.005 2.417 -0.08
H 2.430 3.018 0.798 0.06
O 0.843 -1.560 -2.601 -0.06
H 0.072 -0.170 -0.512 0.04
H 0.919 0.962 0.089 0.01
O 0.203 0.339 0.299 -0.06
H 1.648 -1.642 -2.076 0.04
```

Values from the calculation:
HOMO-LUMO gap: 11.002 eV
SMILES: O.O.O.O.O
LUMO: 0.28 eV
M: 90.1 g/mol
2S+1: 1
HOMO energy: -10.72 eV

---

Result of the stability comparison: model 2 is the least stable of them.

---

Model 1:
Here is C6H10OS in the gas phase from the OMol25 dataset. Energies are from the ωB97M-V functional and the def2-TZVPD basis.

XYZ file:
```
18
Properties=species:S:1:pos:R:3:lowdin_charge:R:1
C 0.118 -0.837 0.040 -0.04
H 2.413 -3.397 0.165 0.09
C 2.065 -2.338 0.213 -0.12
H 0.396 -0.371 0.981 0.11
C 0.627 -2.244 -0.214 -0.26
O -0.608 1.952 0.512 -0.15
H -0.704 3.709 1.602 0.10
C -1.087 1.271 -0.609 -0.75
S -2.256 1.882 -1.653 0.69
H 2.156 -2.065 1.230 0.06
H -0.949 -0.436 -1.857 0.09
H 0.043 -3.011 0.253 0.10
H -2.317 3.110 1.114 0.08
H 2.718 -1.734 -0.394 0.08
H -1.248 3.894 -0.065 0.07
C -0.604 -0.091 -0.872 -0.13
C -1.289 3.212 0.798 -0.11
H 0.526 -2.507 -1.245 0.10
```

Values from the calculation:
HOMO-LUMO gap: 8.388 eV
SMILES: CC/C=C/C(=S)OC
LUMO: -0.24 eV
M: 130.2 g/mol
2S+1: 1
HOMO energy: -8.63 eV

---

Model 2:
Here is C6H10OS in the gas phase from the OMol25 dataset. Energies are from the ωB97M-V functional and the def2-TZVPD basis.

XYZ file:
```
18
Properties=species:S:1:pos:R:3:lowdin_charge:R:1
O -1.887 0.794 0.004 -0.16
C 1.784 0.134 0.759 -0.09
H -2.129 1.785 0.030 0.14
H -1.628 1.343 -2.071 0.10
C -0.719 0.729 -1.928 -0.02
H -0.905 -1.130 2.056 0.07
H 0.496 -1.908 1.294 0.06
S -1.387 -1.836 -0.251 0.91
C -0.543 -0.588 -1.199 -0.55
H 0.144 0.825 1.687 0.13
H 0.071 1.110 -2.710 0.13
H 2.228 -0.411 1.663 0.11
H 0.433 -1.000 -1.556 0.11
C 0.326 0.155 0.865 -0.35
H 2.188 -0.445 -0.080 0.08
C -0.344 -1.265 1.144 -0.38
H 2.313 1.030 0.667 0.06
C -0.443 0.677 -0.374 -0.36
```

Values from the calculation:
HOMO-LUMO gap: 9.222 eV
SMILES: C[C@@H]1CS[C@H]2C[C@]12O
LUMO: 0.85 eV
M: 130.2 g/mol
2S+1: 1
HOMO energy: -8.38 eV

---

Result of the stability comparison: model 2 is the least stable of them.